Density functional theory data (ωB97M-V/def2-TZVPD) for a structure of composition C42H50Cl2CoO4Se.

Each line ends with the Mulliken charge.
Atoms and positions in Å:
Co  -0.52  0.34  -0.55  0.466
C  5.41  5.25  -1.08  -1.657
C  5.25  4.16  -0.01  2.059
C  6.32  3.09  -0.26  -2.012
C  5.51  4.78  1.37  -1.545
C  3.84  3.58  -0.06  -0.332
C  3.57  2.26  -0.34  -0.428
C  2.26  1.79  -0.37  -0.058
Se  1.90  -0.08  -0.59  -0.074
C  1.78  -0.40  1.30  0.373
C  2.96  -0.70  1.97  -0.434
C  2.99  -0.80  3.34  -0.450
C  1.78  -0.56  4.01  -0.138
C  0.59  -0.26  3.38  -0.105
C  0.55  -0.20  1.95  0.867
O  -0.57  0.04  1.32  -1.191
C  -0.67  0.05  4.21  2.738
C  -1.77  -0.96  3.88  -1.582
C  -0.41  -0.02  5.71  -2.613
C  -1.16  1.47  3.88  -1.681
C  4.26  -1.11  4.14  1.971
C  5.46  -1.34  3.23  -1.991
C  4.04  -2.38  4.98  -1.698
C  4.58  0.06  5.08  -1.553
C  1.16  2.62  -0.14  0.477
O  -0.07  2.17  -0.20  -0.095
C  1.42  3.99  0.17  -0.399
C  2.74  4.41  0.19  -0.237
C  0.27  4.94  0.50  2.502
C  -0.51  4.40  1.71  -1.481
C  0.76  6.34  0.85  -2.526
C  -0.68  5.07  -0.71  -1.469
H  6.41  5.70  -1.04  0.466
H  4.68  6.05  -0.94  0.288
H  5.26  4.83  -2.08  0.338
H  7.31  3.54  -0.21  0.442
H  6.20  2.64  -1.25  0.380
H  6.27  2.30  0.49  0.255
H  6.54  5.16  1.43  0.475
H  5.38  4.03  2.15  0.269
H  4.83  5.60  1.58  0.299
H  4.37  1.55  -0.52  0.418
H  3.86  -0.85  1.38  0.528
H  1.79  -0.60  5.09  0.392
H  -1.46  -1.98  4.14  0.392
H  -2.00  -0.94  2.82  -0.048
H  -2.68  -0.73  4.45  0.501
H  -0.09  -1.02  6.03  0.434
H  -1.34  0.21  6.24  0.448
H  0.34  0.70  6.03  0.426
H  -1.40  1.56  2.83  0.050
H  -0.38  2.20  4.13  0.347
H  -2.05  1.70  4.48  0.552
H  5.30  -2.17  2.55  0.380
H  6.34  -1.57  3.84  0.444
H  5.68  -0.45  2.63  0.239
H  3.80  -3.23  4.34  0.332
H  3.22  -2.25  5.69  0.280
H  4.95  -2.62  5.55  0.484
H  4.74  0.98  4.50  0.261
H  5.48  -0.14  5.65  0.470
H  3.76  0.25  5.78  0.294
H  2.94  5.45  0.42  0.397
H  0.14  4.37  2.59  0.338
H  -0.89  3.40  1.52  -0.087
H  -1.35  5.07  1.94  0.561
H  1.41  6.34  1.72  0.406
H  -0.10  6.97  1.08  0.463
H  1.29  6.81  0.02  0.408
H  -1.10  4.10  -0.98  -0.003
H  -0.14  5.48  -1.57  0.339
H  -1.50  5.75  -0.47  0.490
Cl  -2.77  -5.22  3.24  -0.284
C  -2.20  -4.12  2.01  0.180
C  -3.06  -3.16  1.49  -0.869
C  -2.61  -2.29  0.53  0.168
C  -1.28  -2.32  0.03  0.421
O  -0.94  -1.50  -0.92  -0.800
C  -0.44  -3.33  0.56  1.597
C  0.94  -3.59  0.12  -0.572
O  1.60  -3.01  -0.71  -0.468
C  -0.91  -4.20  1.54  -0.938
H  -4.08  -3.10  1.86  0.395
H  -3.27  -1.53  0.14  0.116
H  1.38  -4.47  0.64  0.178
H  -0.25  -4.97  1.94  0.314
Cl  -3.65  -1.30  -2.65  -0.218
C  -2.24  -0.41  -3.12  0.734
C  -1.61  -0.78  -4.28  -0.614
C  -0.50  -0.06  -4.73  -0.484
C  -0.05  1.03  -4.03  -1.055
C  -0.69  1.40  -2.84  0.162
C  -1.80  0.69  -2.34  -0.772
C  -2.30  0.98  -1.00  -0.838
H  -1.98  -1.62  -4.84  0.432
H  0.00  -0.37  -5.65  0.362
H  0.80  1.60  -4.37  0.447
H  -0.36  2.27  -2.30  0.631
H  -3.13  0.39  -0.64  0.598
H  -2.33  2.01  -0.69  0.325

Summary:
Lowest unoccupied orbital energy   2.4 eV
Frontier orbital gap   7.126 eV
Highest occupied orbital energy   -0.1733 Ha
F_max   0.0103 hartree/bohr
Energy relative to the best compared isomer or geometry (same formula, charge and spin)   78.2 kJ/mol
Calculated total energy   -180577.534 eV
Total charge   -1